No. 1
C46H54N6O2PRu | ωB97M-V/def2-TZVPD

ORCA input file:
```
! RIJCOSX wB97M-V def2-TZVPD def2/J DEFGRID3
* xyz 3 1
Ru -0.76869 -0.46526 0.93311
C -6.19420 -1.42086 2.54963
C -6.02421 -0.23644 3.25345
C -4.79553 0.40430 3.24910
C -3.73511 -0.13625 2.52215
C -3.90797 -1.33978 1.83590
C -5.13324 -1.98331 1.85164
P -2.11950 0.64332 2.49430
C -2.22591 2.42784 2.31037
C -1.02000 3.13265 2.42315
C -0.99933 4.50568 2.25367
C -2.18399 5.18063 1.96424
C -3.37266 4.48215 1.83072
C -3.39888 3.10156 1.99598
C -1.40209 0.35422 4.14261
C -1.67626 0.97257 5.33461
C -0.89610 0.65968 6.47761
C 0.19204 -0.16773 6.39433
C 0.55332 -0.78743 5.15707
C 1.76281 -1.44766 5.01191
C 2.18330 -2.07972 3.72664
C 1.13456 -1.82215 2.64810
C -0.13167 -1.16634 2.79163
C -0.35828 -0.57860 4.04115
H -7.15794 -1.91343 2.55088
H -6.85032 0.18716 3.80885
H -4.66455 1.31554 3.82126
H -3.08163 -1.78349 1.29356
H -5.26771 -2.91846 1.32418
H -0.10431 2.59985 2.66427
H -0.07209 5.05499 2.35489
H -2.17274 6.25628 1.84279
H -4.28848 5.00970 1.59858
H -4.32713 2.56185 1.86449
H -2.46660 1.71007 5.41358
H -1.14047 1.12566 7.42367
H 0.81793 -0.33293 7.26317
H 2.41502 -1.53802 5.87500
H 2.46819 -3.12175 3.88248
H 1.18138 -2.57137 1.87001
C 0.22593 -3.32097 -5.61529
C 1.32695 -3.27451 -4.55323
C 2.51582 -2.46968 -5.09852
C 1.78295 -4.71138 -4.23283
C 0.82916 -2.66675 -3.25167
C -0.51946 -2.55432 -2.93378
C -0.91286 -2.01946 -1.71603
N -0.03900 -1.60775 -0.79642
C 1.27250 -1.73251 -1.07747
C 1.73401 -2.24055 -2.26655
C 2.10898 -1.36065 0.09177
C 3.30331 -2.09610 0.47492
C 3.89543 -2.00564 1.69577
C 3.19637 -1.25261 2.80558
C 1.94457 -0.56070 2.21441
N 1.59952 -0.42836 0.83202
C 5.30466 -2.49199 1.95492
C 5.80010 -3.45963 0.87837
C 6.19877 -1.23014 1.92517
C 5.40396 -3.15977 3.33258
H 0.64465 -3.69765 -6.54810
H -0.18548 -2.32695 -5.81164
H -0.58944 -3.99140 -5.33653
H 2.79047 -2.85782 -6.07941
H 3.40101 -2.54912 -4.46540
H 2.26270 -1.41272 -5.21496
H 2.11144 -5.20165 -5.15043
H 0.96836 -5.29995 -3.80618
H 2.61877 -4.71625 -3.52927
H -1.28287 -2.88038 -3.62514
H -1.96102 -1.90174 -1.47341
H 2.80194 -2.30616 -2.43070
H 3.77019 -2.69477 -0.29554
H 3.88715 -0.62047 3.36216
H 1.66926 0.32674 2.77290
H 5.90026 -2.97237 -0.09332
H 5.14108 -4.32590 0.77831
H 6.78751 -3.82648 1.15754
H 6.10933 -0.71098 0.96966
H 7.23739 -1.53966 2.04876
H 5.96515 -0.52895 2.72803
H 4.78602 -4.06036 3.37885
H 5.10804 -2.48830 4.14250
H 6.43512 -3.45901 3.51882
N 0.01897 1.47897 -0.39916
C -1.03714 2.03769 -1.24693
C -0.85070 1.68747 -2.74187
C -0.82963 2.90765 -3.66920
C -2.22221 3.53304 -3.79922
N -2.17462 4.91822 -4.29037
C -2.55632 5.37520 -5.47863
N -2.42088 6.67144 -5.76200
N -3.06729 4.56534 -6.40414
C -2.38071 1.47960 -0.80658
O -3.39473 2.06077 -1.12129
O -2.32727 0.33979 -0.17388
H 0.33614 2.13142 0.30767
H 0.82487 1.14399 -0.90951
H -1.11102 3.11874 -1.11595
H -1.65552 1.02340 -3.06686
H 0.08042 1.12839 -2.87046
H -0.47267 2.60376 -4.65519
H -0.12416 3.65392 -3.29262
H -2.74108 3.52712 -2.84063
H -2.83512 2.93593 -4.47101
H -1.78965 5.59760 -3.65341
H -2.04836 7.32158 -5.09149
H -2.74586 7.05330 -6.63427
H -3.22596 3.59192 -6.22500
H -3.36915 4.92482 -7.29405
*
```

**HOMO-LUMO gap (alpha / beta)**: 4.7 / 4.7 eV
**Total energy**: -2699.62468 a.u.

---

No. 2
C46H55AsNO2Sn | ωB97M-V/def2-TZVPD

ORCA input file:
```
! RIJCOSX wB97M-V def2-TZVPD def2/J DEFGRID3
* xyz 3 1
Sn -0.02660 -1.27998 -2.90262
C -3.68346 0.74420 3.75015
C -2.99203 -0.63072 3.57686
C -1.74122 -0.67184 4.45575
C -3.95822 -1.75532 4.02368
C -2.69247 -0.82625 2.12481
C -1.39770 -1.05871 1.66212
C -1.17655 -1.30402 0.31654
N -0.01967 -1.52816 -0.29902
C 1.15652 -1.81673 0.26341
C 1.42613 -2.30994 1.51803
C 2.74517 -2.34359 1.99881
C 3.84476 -1.92153 1.14897
C 3.71026 -1.51611 -0.13334
C 2.32487 -1.53512 -0.66801
O 2.05245 -1.31783 -1.82619
C 4.87658 -1.06457 -0.98962
C 5.01155 -1.99438 -2.21893
C 4.62993 0.39200 -1.44560
C 6.19370 -1.11241 -0.21418
C 2.99028 -2.75511 3.41603
C 2.47981 -4.21413 3.57097
C 4.46201 -2.70284 3.83123
C 2.17625 -1.83607 4.35618
C -2.33580 -1.13680 -0.65277
O -2.03816 -1.11171 -1.82573
C -3.70627 -0.95695 -0.15009
C -3.80672 -0.81106 1.19004
C -4.96963 -0.93305 -1.00834
C -5.72462 0.38194 -0.71239
C -4.74231 -1.01570 -2.52284
C -5.83940 -2.13773 -0.59075
H -3.90314 0.88665 4.80884
H -4.62586 0.81628 3.20486
H -3.02873 1.55513 3.42204
H -2.02663 -0.47719 5.48904
H -1.01367 0.09306 4.16748
H -1.26618 -1.65788 4.43141
H -4.15716 -1.63820 5.08967
H -3.51306 -2.74023 3.86486
H -4.91594 -1.72210 3.50250
H -0.56321 -1.01994 2.34397
H 0.61653 -2.67626 2.13144
H 4.83307 -1.93462 1.57877
H 4.16541 -1.91163 -2.89712
H 5.11857 -3.03669 -1.91002
H 5.91113 -1.71487 -2.76696
H 3.70342 0.50024 -2.00961
H 5.45184 0.70421 -2.09105
H 4.59672 1.06416 -0.58432
H 6.44109 -2.12764 0.10725
H 6.18255 -0.45185 0.65777
H 6.99677 -0.77432 -0.86716
H 2.99996 -4.88895 2.88807
H 1.40477 -4.30046 3.40025
H 2.68770 -4.53877 4.59071
H 5.08573 -3.37009 3.23229
H 4.54293 -3.03352 4.86634
H 4.86954 -1.68953 3.78976
H 1.10478 -1.86261 4.14355
H 2.52469 -0.80239 4.28791
H 2.32513 -2.17184 5.38271
H -4.79197 -0.65283 1.60541
H -5.06015 1.24517 -0.80801
H -6.16920 0.38974 0.28473
H -6.53577 0.49572 -1.43119
H -4.15712 -0.17378 -2.89508
H -5.71561 -0.99199 -3.01171
H -4.25397 -1.94619 -2.81669
H -6.09677 -2.11269 0.47013
H -5.32506 -3.08008 -0.79536
H -6.76654 -2.12677 -1.16410
C -4.14953 3.52999 -2.52933
C -3.38640 3.70135 -1.38335
C -2.15319 3.07160 -1.26252
C -1.67267 2.28893 -2.30880
C -2.46379 2.07602 -3.43649
C -3.69074 2.71140 -3.55418
As 0.07972 1.47067 -2.19882
C 1.03981 2.02128 -3.78756
C 2.15600 2.84812 -3.71335
C 2.74491 3.31228 -4.88318
C 2.23983 2.93614 -6.11928
C 1.15276 2.07558 -6.19585
C 0.57052 1.59865 -5.03109
C 0.93983 2.41731 -0.75782
C 0.97648 3.80816 -0.80572
C 1.58546 4.51054 0.22268
C 2.14839 3.83492 1.30048
C 2.11622 2.44783 1.34376
C 1.51078 1.74015 0.31386
H -5.10984 4.02179 -2.61991
H -3.74828 4.33094 -0.57999
H -1.56595 3.21242 -0.36569
H -2.12772 1.42879 -4.23576
H -4.28671 2.57054 -4.44746
H 2.56486 3.14068 -2.75653
H 3.60117 3.97168 -4.82589
H 2.70778 3.29347 -7.02727
H 0.76007 1.77809 -7.15927
H -0.26345 0.90959 -5.10566
H 0.53737 4.33916 -1.64042
H 1.62140 5.59180 0.18248
H 2.61025 4.39204 2.10549
H 2.56100 1.91825 2.17880
H 1.48768 0.65568 0.34711
*
```

**HOMO-LUMO gap**: 4.4 eV
**Total energy**: -4440.19069 a.u.

---

No. 3
C46H55N11O2P2Se3W | ωB97M-V/def2-TZVPD

ORCA input file:
```
! RIJCOSX wB97M-V def2-TZVPD def2/J DEFGRID3
* xyz 2 3
W -0.56341 0.01174 -0.17053
N -0.98546 1.80870 3.07471
C -1.53890 2.32042 1.93465
N -2.24588 3.43647 1.83540
N -2.56275 3.54959 0.56595
N -2.08912 2.57986 -0.11601
N -1.40142 1.74546 0.71172
C -0.32255 0.61779 3.01889
N 0.25824 -0.03247 4.01457
N 0.77916 -1.11168 3.47043
N 0.54698 -1.14986 2.20633
N -0.15543 -0.05711 1.85151
H -1.18875 2.23004 3.96818
C -1.26573 -1.36606 -4.07991
Se -0.38504 -0.14879 -2.77172
C -1.58395 1.40265 -3.08251
C -3.01559 1.08309 -2.70463
Se -3.13043 0.26244 -0.88649
C -4.06821 -1.38383 -1.39108
H -1.31325 -0.84894 -5.03831
H -2.26687 -1.65486 -3.76888
H -0.63271 -2.24812 -4.17016
H -1.50712 1.71509 -4.12815
H -1.18173 2.20370 -2.44722
H -3.47576 0.38520 -3.40665
H -3.60692 2.00073 -2.66201
H -5.02566 -1.10345 -1.82790
H -4.24018 -1.93106 -0.46558
H -3.50465 -2.01068 -2.07461
O -1.51647 -1.92240 0.24868
P -1.30793 -3.30062 0.83973
C 0.45597 -3.76381 1.08533
P 1.51045 -2.96136 -0.19691
O 1.07051 -1.54611 -0.53279
C 1.40872 -3.94415 -1.71572
C 1.60304 -3.28408 -2.92700
C 1.62433 -3.99887 -4.11196
C 1.44589 -5.37275 -4.09428
C 1.25915 -6.03191 -2.89019
C 1.25501 -5.32546 -1.70172
C 3.20014 -3.06677 0.44622
C 3.45606 -2.80248 1.78929
C 4.74157 -2.94602 2.28117
C 5.76618 -3.35943 1.44451
C 5.51452 -3.60248 0.10456
C 4.23248 -3.46345 -0.39861
C -2.12952 -3.45576 2.42906
C -3.20273 -2.61684 2.71156
C -3.88220 -2.74720 3.90952
C -3.48613 -3.71029 4.82633
C -2.39918 -4.52779 4.55511
C -1.72118 -4.40770 3.35677
C -1.90998 -4.45497 -0.41611
C -2.44858 -5.69234 -0.09348
C -2.80969 -6.55556 -1.11422
C -2.65822 -6.17279 -2.43811
C -2.14561 -4.92505 -2.76117
C -1.75912 -4.07114 -1.74547
H 0.55925 -4.84792 1.03064
H 0.78170 -3.43166 2.07286
H 1.75498 -2.20823 -2.93142
H 1.79706 -3.48864 -5.04725
H 1.46205 -5.92981 -5.01737
H 1.13359 -7.10200 -2.88060
H 1.13663 -5.85889 -0.77210
H 2.65972 -2.47709 2.44351
H 4.93821 -2.74798 3.32331
H 6.75814 -3.50055 1.84375
H 6.31830 -3.90859 -0.54490
H 4.04052 -3.67111 -1.44138
H -3.49366 -1.85975 1.99165
H -4.71580 -2.09830 4.13089
H -4.02156 -3.82161 5.75656
H -2.07286 -5.25631 5.28156
H -0.87641 -5.04898 3.15773
H -2.58880 -5.97414 0.94099
H -3.21190 -7.52848 -0.87851
H -2.96917 -6.83726 -3.22764
H -2.03649 -4.63917 -3.79752
H -1.33138 -3.09667 -1.96004
C 2.59290 5.17968 -1.48863
C 2.85462 5.48709 -0.01994
C 1.58041 5.79106 0.76684
C 0.60898 4.61195 0.88060
N 1.22760 3.50051 1.56731
C 1.71448 2.38367 1.00374
Se 1.28013 1.68444 -0.71411
N 2.47320 1.70925 1.88734
C 3.30162 0.57189 1.56059
C 4.52839 1.00192 0.74691
C 5.54778 1.83089 1.52953
C 6.34693 1.00101 2.52442
C 2.44804 2.39089 3.08575
C 3.01435 2.11762 4.32424
C 2.74743 3.00863 5.34269
C 1.94008 4.13264 5.14636
C 1.37434 4.41495 3.91961
C 1.64654 3.52949 2.88363
H 3.53008 5.17377 -2.03700
H 1.94878 5.94031 -1.92194
H 2.12396 4.20169 -1.61463
H 3.49836 6.36532 0.04700
H 3.39664 4.65548 0.43907
H 1.04347 6.60387 0.27839
H 1.85159 6.13012 1.76726
H 0.30965 4.27392 -0.11471
H -0.28215 4.92075 1.43342
H 2.70669 -0.14646 0.97760
H 3.59748 0.09177 2.49276
H 4.17750 1.57113 -0.12090
H 5.01740 0.09919 0.37762
H 5.05491 2.65402 2.05053
H 6.23744 2.27487 0.81094
H 5.72143 0.62778 3.33057
H 7.13022 1.61187 2.96121
H 6.81061 0.15452 2.02473
H 3.62236 1.24476 4.49218
H 3.16473 2.82755 6.32001
H 1.75239 4.79348 5.97766
H 0.73507 5.27052 3.77567
*
```

**HOMO-LUMO gap (alpha / beta)**: 7.4 / 7.3 eV
**Total energy**: -10492.44810 a.u.

---

No. 4
C46H56F5N4O2S3SiY | ωB97M-V/def2-TZVPD

ORCA input file:
```
! RIJCOSX wB97M-V def2-TZVPD def2/J DEFGRID3
* xyz 0 1
Y 0.16370 0.31657 -0.57010
C -3.15656 -3.37562 1.37920
C -4.07888 -2.57461 2.03052
C -3.69235 -1.31383 2.44309
C -2.40020 -0.88700 2.15894
N -1.52169 -1.62805 1.48781
C -1.89788 -2.85698 1.12958
C -1.89039 0.43384 2.62950
C -2.50615 1.06503 3.70242
C -1.95878 2.22780 4.20599
C -0.78821 2.70245 3.65329
C -0.23060 2.01953 2.58071
N -0.78133 0.92160 2.05190
C 1.08102 2.43088 2.02123
C 1.65480 3.65989 2.30530
C 2.92788 3.92741 1.82842
C 3.59474 2.94889 1.11779
C 2.92737 1.76545 0.84994
N 1.68724 1.51284 1.26333
H -3.40361 -4.37452 1.04844
H -5.08714 -2.92289 2.21248
H -4.39685 -0.66136 2.93657
H -1.15955 -3.45010 0.60810
H -3.38173 0.63182 4.16032
H -2.41747 2.73494 5.04448
H -0.30080 3.57164 4.06620
H 1.11522 4.40846 2.86528
H 3.38930 4.88797 2.01733
H 4.60080 3.09195 0.74963
H 3.40210 0.98094 0.29616
S -1.15676 -2.23539 -1.85916
C 0.49617 -2.43482 -2.13892
N 1.40969 -1.66681 -1.56941
C 2.70746 -2.05190 -1.94974
C 3.89174 -1.52392 -1.46326
C 5.09583 -2.00605 -1.94217
C 5.13397 -3.03982 -2.87814
C 3.95986 -3.61792 -3.33004
C 2.75528 -3.11989 -2.85044
S 1.14330 -3.65730 -3.19345
H 3.85535 -0.77172 -0.69842
H 6.02006 -1.57513 -1.57991
H 6.08530 -3.40253 -3.24406
H 3.97954 -4.43916 -4.03434
C -1.41681 0.25740 -4.23023
C -1.77183 1.69033 -3.81304
C -0.54474 2.52365 -4.18371
C -2.94046 2.17148 -4.68348
Si -2.08709 1.76974 -1.88609
C -3.91860 1.12825 -1.55645
C -5.02075 2.10599 -1.99697
C -4.17471 -0.19519 -2.28916
C -4.11615 0.81805 -0.07798
C -1.99425 3.59544 -1.17524
C -0.53803 3.87187 -0.82115
C -2.49502 4.68415 -2.13656
C -2.77077 3.76577 0.13741
H -1.25504 0.23475 -5.31615
H -2.17036 -0.48553 -3.98863
H -0.48082 -0.07371 -3.76732
H -0.28476 2.32727 -5.23198
H 0.31837 2.25684 -3.57431
H -0.70398 3.59554 -4.08986
H -2.61216 2.22091 -5.73002
H -3.28484 3.16897 -4.40475
H -3.79470 1.49603 -4.64961
H -5.00849 2.28943 -3.06967
H -4.95322 3.07317 -1.49917
H -6.00497 1.68434 -1.75024
H -4.16228 -0.08752 -3.37181
H -5.16905 -0.57240 -2.01397
H -3.44534 -0.95862 -2.02070
H -4.10199 1.69533 0.56606
H -3.34126 0.13338 0.25597
H -5.08328 0.31646 0.07151
H 0.14809 3.63419 -1.61696
H -0.23897 3.28358 0.05473
H -0.39706 4.92848 -0.55020
H -1.87538 4.77266 -3.02725
H -2.47284 5.66067 -1.63396
H -3.52245 4.50757 -2.45971
H -2.48173 3.01713 0.88306
H -3.85204 3.72386 0.01683
H -2.53098 4.75163 0.55927
F 5.95937 4.42435 -4.21018
C 4.97335 3.79122 -3.56313
C 5.22194 2.68261 -2.78780
F 6.47525 2.22944 -2.64945
C 4.19281 2.02732 -2.13537
F 4.59311 0.99266 -1.36866
C 2.82779 2.38413 -2.21412
O 1.85431 1.72944 -1.61171
C 2.65003 3.56631 -2.97490
F 1.44752 4.14858 -3.07770
C 3.66996 4.23064 -3.63372
F 3.38239 5.32958 -4.34198
C 4.49868 -3.93423 1.21580
C 3.12931 -4.29925 1.78107
C 1.96307 -3.58273 1.10127
S 1.69631 -1.86633 1.57234
O 3.03347 -1.17488 1.56494
C 1.21722 -2.10986 3.31790
C 2.30554 -1.64624 4.28415
C 2.28191 -0.13674 4.49967
H 5.28116 -4.50681 1.71585
H 4.70699 -2.87404 1.33760
H 4.54551 -4.15991 0.14803
H 3.10350 -4.12140 2.85984
H 2.96085 -5.37072 1.64454
H 1.00525 -4.06415 1.32051
H 2.08957 -3.56698 0.01880
H 0.95508 -3.16014 3.44243
H 0.30970 -1.51751 3.44913
H 3.28440 -1.93714 3.90139
H 2.15833 -2.16538 5.23418
H 2.48340 0.38258 3.56339
H 3.03660 0.16954 5.22470
H 1.30555 0.18684 4.87381
*
```

**HOMO-LUMO gap**: 6.0 eV
**Relative energy (zero: lowest compared OMol25 entry of this formula, charge and spin)**: 2.3756 eV
**Total energy**: -4177.76614 a.u.